Entry 1:
A molecular structure, C37H33N7O5S4SeV at a distorted geometry. Source: the OMol25 dataset; level of theory: ωB97M-V/def2-TZVPD.

```
88
C37H33N7O5S4SeV | the OMol25 dataset | ωB97M-V/def2-TZVPD
V -0.73 0.95 0.61
C 0.31 6.07 -1.93
O 0.20 4.94 -1.11
C -0.61 5.04 -0.01
C -1.25 6.18 0.38
C -2.03 6.20 1.55
C -2.14 5.06 2.30
C -1.52 3.87 1.90
C -1.51 2.73 2.82
N -1.11 1.58 2.46
N -0.67 0.69 3.46
C 0.31 0.01 2.94
O 0.74 0.11 1.72
C 1.12 -0.81 3.89
C 0.57 -1.34 5.05
C 1.35 -2.10 5.91
C 2.69 -2.33 5.62
C 3.24 -1.80 4.46
C 2.46 -1.06 3.59
C -0.75 3.82 0.72
O -0.10 2.77 0.31
H 0.97 5.79 -2.75
H -0.66 6.37 -2.33
H 0.74 6.92 -1.39
H -1.17 7.09 -0.21
H -2.54 7.11 1.84
H -2.73 5.06 3.22
H -1.73 2.90 3.87
H -0.47 -1.14 5.26
H 0.91 -2.52 6.81
H 3.30 -2.93 6.29
H 4.29 -1.98 4.23
H 2.86 -0.65 2.67
O 2.23 1.41 -2.73
C 1.35 1.31 -3.76
C 1.79 1.42 -5.08
C 0.89 1.39 -6.14
C -0.47 1.27 -5.88
C -0.90 1.16 -4.57
C -0.01 1.15 -3.49
C -0.56 0.98 -2.12
O 0.14 0.49 -1.18
N -1.86 1.27 -1.98
N -2.19 1.19 -0.70
C -3.55 0.81 -0.33
S -4.68 0.81 -1.81
C -5.99 -0.31 -1.17
C -6.12 -0.36 0.34
S -4.77 -1.26 1.17
H 3.11 1.54 -3.09
H 2.86 1.54 -5.27
H 1.26 1.47 -7.15
H -1.18 1.26 -6.69
H -1.95 1.06 -4.33
H -5.78 -1.31 -1.55
H -6.92 0.05 -1.62
H -7.04 -0.88 0.63
H -6.12 0.66 0.74
S -4.08 2.04 0.88
C -3.31 -0.66 0.17
N -2.07 -0.82 0.88
C -1.66 -2.13 0.77
C -0.84 -2.81 1.67
C -0.51 -4.15 1.47
C -0.98 -4.84 0.36
C -1.80 -4.18 -0.56
C -2.14 -2.85 -0.34
S -3.16 -1.83 -1.33
H -0.48 -2.30 2.55
H 0.12 -4.65 2.20
H -0.73 -5.88 0.21
H -2.18 -4.69 -1.43
C 2.89 -3.96 1.15
N 3.76 -3.68 0.02
C 4.99 -4.26 -0.21
C 5.49 -3.72 -1.33
N 4.55 -2.81 -1.79
C 4.73 -1.93 -2.93
C 3.47 -2.76 -0.95
Se 2.00 -1.67 -1.06
H 3.44 -3.86 2.08
H 2.47 -4.97 1.06
H 2.07 -3.25 1.12
H 5.39 -5.03 0.44
H 6.41 -3.92 -1.86
H 5.07 -2.50 -3.79
H 5.45 -1.15 -2.70
H 3.76 -1.47 -3.13
```

Summary:
Total charge: -2
Spin multiplicity: 4
⟨S²⟩: 3.77
Molar mass: 913.89 Da
Frontier orbital gap (spin up / spin down): 0.1743 / 0.1732 Ha


Entry 2:
A molecular structure, C37H33PtS4Sb2. Source: the OMol25 dataset; level of theory: ωB97M-V/def2-TZVPD.

```
77
C37H33PtS4Sb2 | the OMol25 dataset | ωB97M-V/def2-TZVPD
Pt 1.23 -0.81 0.20
C 0.47 2.76 -1.46
C 0.29 2.11 -2.84
C 0.00 0.61 -2.99
Sb -0.76 -0.50 -1.31
C -2.32 0.80 -0.65
C -3.00 1.65 -1.52
C -3.95 2.54 -1.04
C -4.22 2.59 0.32
C -3.55 1.75 1.19
C -2.60 0.86 0.71
C -1.87 -2.04 -2.27
C -1.91 -3.31 -1.71
C -2.65 -4.31 -2.31
C -3.36 -4.06 -3.48
C -3.32 -2.79 -4.05
C -2.58 -1.78 -3.44
Sb 1.46 1.73 0.15
C 0.40 2.68 1.75
C 0.04 1.90 2.84
C -0.67 2.44 3.90
C -1.05 3.78 3.87
C -0.69 4.57 2.78
C 0.04 4.03 1.73
C 3.28 2.81 0.29
C 3.85 3.04 1.53
C 5.05 3.72 1.63
C 5.69 4.18 0.48
C 5.13 3.93 -0.76
C 3.92 3.25 -0.86
H -0.50 3.01 -1.02
H 1.00 3.71 -1.60
H 1.18 2.32 -3.44
H -0.52 2.67 -3.33
H 0.94 0.07 -3.15
H -0.61 0.44 -3.88
H -2.79 1.63 -2.59
H -4.47 3.20 -1.73
H -4.95 3.30 0.70
H -3.74 1.81 2.26
H -2.06 0.22 1.39
H -1.36 -3.53 -0.81
H -2.67 -5.30 -1.87
H -3.93 -4.84 -3.95
H -3.87 -2.58 -4.96
H -2.56 -0.80 -3.89
H 0.32 0.84 2.85
H -0.94 1.82 4.74
H -1.61 4.21 4.69
H -0.97 5.62 2.76
H 0.32 4.66 0.90
H 3.36 2.67 2.43
H 5.50 3.89 2.60
H 6.63 4.71 0.56
H 5.63 4.27 -1.66
H 3.51 3.03 -1.84
S 3.23 -0.48 -1.67
S 4.91 -0.79 -0.52
S 4.28 -2.01 1.04
S 2.83 -0.88 1.96
C -1.30 -4.94 3.10
C -1.13 -3.54 3.19
C -0.38 -2.88 2.27
C 0.26 -3.55 1.20
C 1.02 -2.85 0.20
C 1.58 -3.60 -0.81
C 1.42 -5.00 -0.89
C 0.68 -5.67 0.04
C 0.08 -4.96 1.11
C -0.70 -5.63 2.08
H -1.90 -5.47 3.83
H -1.60 -3.00 4.00
H -0.22 -1.81 2.34
H 2.18 -3.09 -1.56
H 1.88 -5.53 -1.71
H 0.55 -6.75 -0.02
H -0.82 -6.71 2.00
```

Summary:
Total charge: -1
Molar mass: 1044.54 Da
Frontier orbital gap: 0.2178 Ha


Entry 3:
A molecular structure, C37H34AsBrF15GeIIrS2Si3Te. Source: the OMol25 dataset; level of theory: ωB97M-V/def2-TZVPD.

```
97
C37H34AsBrF15GeIIrS2Si3Te | the OMol25 dataset | ωB97M-V/def2-TZVPD
Ir -0.22 -0.31 0.70
Te 1.93 0.11 1.90
C 3.43 0.15 0.45
C 3.42 0.55 -0.86
C 4.71 0.53 -1.45
C 5.68 0.14 -0.57
S 5.03 -0.23 0.96
H 2.52 0.84 -1.38
H 4.91 0.82 -2.47
H 6.74 0.06 -0.75
C 1.41 -4.87 -2.12
Si 1.68 -3.13 -1.51
C 3.06 -3.13 -0.25
C 1.98 -1.99 -2.95
As -0.33 -2.50 -0.32
Si -2.25 -2.67 -1.78
C -2.14 -4.33 -2.62
C -2.25 -1.35 -3.09
C -3.75 -2.57 -0.68
Si -0.69 -4.10 1.43
C -1.17 -5.74 0.66
C -2.10 -3.51 2.51
C 0.90 -4.24 2.38
H 2.33 -5.20 -2.61
H 0.60 -4.95 -2.85
H 1.21 -5.57 -1.31
H 3.95 -2.64 -0.66
H 3.33 -4.16 0.01
H 2.80 -2.61 0.67
H 3.06 -1.85 -3.06
H 1.53 -1.01 -2.85
H 1.61 -2.45 -3.87
H -1.47 -4.29 -3.48
H -3.14 -4.57 -3.01
H -1.83 -5.15 -1.98
H -1.30 -1.27 -3.61
H -2.52 -0.37 -2.71
H -3.01 -1.65 -3.83
H -3.80 -3.41 0.02
H -4.64 -2.60 -1.30
H -3.77 -1.64 -0.11
H -2.15 -5.69 0.20
H -1.23 -6.47 1.47
H -0.46 -6.11 -0.07
H -2.77 -4.35 2.71
H -2.70 -2.73 2.04
H -1.74 -3.13 3.46
H 1.69 -4.71 1.78
H 0.74 -4.86 3.26
H 1.26 -3.26 2.71
F -2.05 5.23 -1.65
C -1.84 4.57 -2.80
C -1.17 3.36 -2.78
C -0.94 2.75 -4.01
F -0.27 1.60 -4.08
C -1.37 3.31 -5.20
F -1.14 2.70 -6.36
C -2.05 4.52 -5.18
F -2.47 5.06 -6.31
C -2.29 5.16 -3.97
F -2.93 6.32 -3.95
Ge -0.61 2.62 -1.07
S -0.09 0.46 -1.36
C 1.07 3.40 -0.45
C 2.09 3.68 -1.34
F 1.87 3.57 -2.66
C 3.37 4.03 -0.93
F 4.32 4.27 -1.82
C 3.65 4.09 0.42
F 4.87 4.40 0.84
C 2.65 3.81 1.35
F 2.92 3.86 2.65
C 1.39 3.48 0.90
F 0.46 3.22 1.83
C -2.09 2.86 0.19
C -2.20 3.96 1.03
F -1.33 4.97 0.93
C -3.21 4.09 1.96
F -3.27 5.15 2.76
C -4.18 3.10 2.05
F -5.16 3.21 2.95
C -4.13 2.01 1.20
F -5.06 1.06 1.28
C -3.10 1.92 0.29
F -3.11 0.85 -0.52
Br 0.63 -1.88 5.28
C 0.64 0.00 5.34
C 1.50 0.63 6.24
C 1.52 2.01 6.33
C 0.68 2.78 5.54
C -0.18 2.16 4.64
C -0.19 0.78 4.54
I -1.49 -0.08 3.15
H 2.15 0.02 6.86
H 2.20 2.48 7.03
H 0.69 3.86 5.61
H -0.83 2.76 4.02
```

Summary:
Total charge: +1
Molar mass: 1586.20 Da
Frontier orbital gap (spin up / spin down): 0.2238 / 0.2238 Ha